1.
A cluster of 2 separate species, C7H12O2 in total, computed with ωB97M-V/def2-TZVPD.

The geometry in XYZ format:
```
21
Properties=species:S:1:pos:R:3:forces:R:3:lowdin_charge:R:1
C 3.857892 -0.942197 0.833111 0.10 0.25 -0.06 -0.06
C 4.997398 -0.363986 0.033162 -0.16 -1.00 0.04 -0.35
C 5.889640 -1.332129 -0.701440 -0.02 0.28 0.03 -0.06
C 5.203227 0.913287 -0.020318 0.19 1.16 -0.05 -0.17
O 5.389607 2.066512 -0.068796 -0.06 -0.37 0.02 0.16
H 3.282395 -0.156969 1.315352 -0.13 -0.03 0.09 0.08
H 3.196404 -1.512059 0.180485 -0.08 -0.04 0.00 0.08
H 4.244496 -1.614885 1.598803 -0.03 -0.04 0.07 0.08
H 6.346281 -2.025971 0.004306 0.07 -0.06 0.01 0.08
H 5.303960 -1.909157 -1.417046 0.01 -0.06 -0.07 0.08
H 6.677050 -0.807994 -1.235947 0.11 -0.08 -0.09 0.08
C -4.540360 1.814756 -1.430073 -0.10 -0.01 0.07 0.02
C -4.928349 0.935465 -0.521518 -0.02 -0.05 0.05 -0.26
O -6.092730 1.067698 0.167999 0.14 0.29 -0.31 -0.14
C -6.368681 0.054232 1.102824 -0.03 -0.27 0.22 -0.11
H -3.616386 1.686978 -1.959931 0.21 -0.13 -0.05 0.05
H -5.138546 2.677254 -1.659202 -0.18 0.20 -0.03 0.06
H -4.332546 0.060222 -0.280493 -0.02 -0.06 0.06 0.11
H -7.323058 0.309190 1.560139 0.06 -0.07 0.01 0.09
H -6.450212 -0.925495 0.618906 -0.01 0.06 0.03 0.09
H -5.597481 0.005248 1.879677 -0.05 0.01 -0.04 0.09
```
Forces are in eV/Å.

Summary:
SMILES   CC(C)=C=O.C=COC
E_HOMO   -8.505 eV
LUMO level   0.86 eV
Frontier orbital gap   9.4 eV
Charge   0

2.
A structure of composition C27H32ClN2O2Ti, computed with ωB97M-V/def2-TZVPD.

The geometry in XYZ format:
```
65
Properties=species:S:1:pos:R:3:forces:R:3:lowdin_charge:R:1
Ti -0.298179 0.418758 0.599591 0.16 0.08 -0.07 0.93
N 0.937302 -0.146705 -0.417100 0.01 -0.15 -0.13 -0.09
C 1.890068 -0.545980 -1.310226 0.09 0.06 -0.04 -0.36
C 1.534352 -1.135917 -2.535609 -0.05 -0.01 0.02 -0.04
C 2.503956 -1.530365 -3.441802 0.03 -0.01 -0.01 -0.11
C 3.854741 -1.345400 -3.166402 -0.01 0.01 0.02 -0.13
C 4.219427 -0.752043 -1.962962 0.01 -0.01 -0.03 -0.11
C 3.257563 -0.359321 -1.048019 -0.03 0.03 0.05 -0.05
H 0.481416 -1.276814 -2.749121 0.01 0.00 -0.01 0.10
H 2.201707 -1.985639 -4.378490 -0.01 0.00 0.00 0.09
H 4.609501 -1.651337 -3.880191 0.00 0.00 0.00 0.08
H 5.267121 -0.586491 -1.738250 0.00 0.00 0.00 0.09
H 3.537997 0.126880 -0.120731 0.01 -0.01 0.00 0.11
C 1.758003 -1.603323 2.608490 -0.04 0.02 0.02 0.00
C 0.961614 -0.485661 3.251536 0.11 0.14 -0.08 -0.65
O 1.036106 -0.236670 4.436243 -0.03 -0.04 0.03 0.05
O 0.191393 0.188262 2.425270 -0.12 -0.16 0.23 -0.19
H 2.465687 -2.019080 3.321139 -0.01 0.01 0.01 0.08
H 2.267878 -1.227074 1.722272 0.01 -0.01 -0.03 0.06
H 1.072627 -2.384766 2.274535 0.00 -0.01 -0.01 0.07
C 0.456014 -4.607604 -1.284950 -0.03 0.01 0.00 -0.05
C -0.718450 -3.686700 -1.489894 0.02 -0.02 0.01 -0.28
C -1.620759 -3.887253 -2.531857 -0.03 0.03 0.01 -0.04
C -2.683553 -3.010762 -2.706759 0.01 -0.01 -0.01 -0.28
C -3.672965 -3.214741 -3.826558 0.02 -0.01 0.01 -0.06
C -2.826611 -1.919262 -1.856502 -0.01 0.03 -0.03 -0.01
C -1.926729 -1.673200 -0.810212 0.00 -0.07 -0.01 -0.28
C -0.899487 -2.612731 -0.637430 0.05 -0.03 0.03 -0.02
N -1.954389 -0.564896 0.040384 0.00 0.16 0.07 -0.08
C -3.237693 -0.034928 0.539515 -0.01 0.03 0.01 -0.63
C -4.176030 -1.158703 0.984435 -0.02 -0.03 -0.04 -0.04
C -2.903091 0.814451 1.773637 -0.06 -0.02 0.01 -0.07
C -3.956944 0.899970 -0.450015 0.05 -0.01 -0.01 -0.04
H 0.519482 -5.349505 -2.081794 0.00 -0.01 0.00 0.07
H 0.377885 -5.137749 -0.333088 0.01 0.00 0.00 0.08
H 1.387707 -4.038217 -1.271760 0.00 0.00 -0.01 0.07
H -1.492672 -4.725918 -3.208542 0.00 0.00 0.00 0.10
H -3.403787 -4.079549 -4.433646 -0.01 0.00 0.00 0.07
H -3.712196 -2.341787 -4.481448 0.00 0.00 0.00 0.07
H -4.681027 -3.376185 -3.437976 0.00 0.00 0.00 0.07
H -3.640010 -1.235808 -2.050154 -0.01 0.05 0.01 0.09
H -0.197800 -2.456099 0.173789 -0.01 -0.01 -0.02 0.10
H -3.685970 -1.770535 1.744336 0.00 0.00 0.00 0.09
H -4.452053 -1.809806 0.152260 0.01 0.05 0.07 0.07
H -5.088986 -0.735563 1.410561 -0.01 -0.02 0.00 0.08
H -2.371201 0.226457 2.522420 0.00 0.03 0.01 0.08
H -3.814197 1.212184 2.223750 -0.01 -0.02 0.00 0.09
H -2.296923 1.689194 1.507421 0.02 -0.03 0.01 0.06
H -4.397595 0.371787 -1.291529 -0.01 -0.04 -0.04 0.06
H -3.250153 1.634072 -0.841110 -0.02 0.01 0.00 0.07
H -4.763592 1.433555 0.060113 0.00 0.00 -0.01 0.08
Cl 1.986936 3.284638 2.024850 -0.02 0.00 0.01 0.69
C 2.156071 3.240382 0.286001 0.01 0.02 -0.01 -0.61
C 3.403281 3.529420 -0.247370 0.02 0.00 0.01 -0.14
C 3.600470 3.472311 -1.615698 0.00 0.00 -0.01 -0.12
C 2.531960 3.120898 -2.433043 0.00 0.00 0.00 -0.10
C 1.295022 2.847409 -1.882886 -0.02 -0.02 0.01 -0.06
C 1.054999 2.892935 -0.500377 -0.06 0.01 0.02 -0.35
C -0.264678 2.530722 0.059413 -0.04 -0.03 -0.13 -0.22
H 4.213493 3.786243 0.422790 0.00 0.00 0.00 0.09
H 4.576035 3.682403 -2.034627 0.00 0.00 0.00 0.09
H 2.668566 3.049976 -3.505237 0.00 0.00 0.00 0.10
H 0.473393 2.555491 -2.527375 0.00 0.00 -0.01 0.11
H -1.034524 2.616784 -0.716551 0.01 0.04 0.01 0.04
H -0.546204 3.159652 0.907103 0.03 -0.03 0.05 0.04
```
Forces are in eV/Å.

Summary:
E_HOMO   -4.655 eV
LUMO level   2.72 eV
Frontier orbital gap   7.4 eV
Charge   -1

3.
A structure of composition C37H53BCrN9, computed with ωB97M-V/def2-TZVPD.

The geometry in XYZ format:
```
101
Properties=species:S:1:pos:R:3:forces:R:3:lowdin_spin:R:1
Cr 0.291329 0.147834 0.459839 -0.36 -0.16 -0.32 3.75
C 2.628185 -0.466424 1.645559 0.17 0.05 -0.02 0.02
C 3.685902 -0.431443 0.548448 -0.08 -0.11 0.03 0.00
C 4.446470 -1.761006 0.482962 -0.04 0.00 0.04 0.00
C 3.057778 -0.126462 -0.774526 0.18 -0.10 -0.13 0.01
C 3.676776 0.081639 -2.002091 0.05 0.09 -0.03 0.00
C 2.650039 0.226077 -2.924952 0.04 -0.11 -0.01 0.01
C 2.849047 0.626858 -4.365975 -0.12 0.03 0.01 0.00
C 2.248102 2.010814 -4.637432 -0.02 -0.07 0.02 0.00
C 2.400488 -0.386536 -5.419676 0.01 -0.01 0.00 0.00
N 1.484971 0.058152 -2.264848 -0.10 0.18 -0.03 0.01
N 1.735700 -0.117160 -0.942455 0.18 0.02 -0.26 0.00
B -0.004373 0.014680 -2.722955 0.02 0.02 0.00 0.00
N -0.694354 -1.272270 -2.174046 0.04 0.16 0.03 0.00
N -0.725302 -1.506155 -0.819790 -0.07 0.02 0.02 0.03
C -1.438852 -2.610394 -0.634490 -0.01 -0.07 -0.06 0.01
C -1.895379 -3.097565 -1.863577 -0.03 -0.13 0.11 0.00
C -1.405109 -2.235625 -2.818901 0.13 0.04 0.02 0.00
C -1.570646 -2.451028 -4.303318 0.07 0.11 0.01 0.00
C -2.208215 -1.293728 -5.072331 0.00 0.03 -0.01 0.00
C -0.262532 -2.928528 -4.942073 -0.03 -0.01 0.04 0.00
C -1.655050 -3.264759 0.701523 0.03 0.01 -0.01 0.00
C -1.271104 -2.367020 1.864404 -0.03 -0.05 -0.10 0.01
C -0.904884 -4.599068 0.774594 0.02 0.01 0.00 0.00
N -0.715457 1.281838 -2.146963 0.16 -0.11 0.02 0.00
N -0.792665 1.466422 -0.790752 -0.17 0.16 0.13 0.01
C -1.561479 2.549642 -0.589350 0.04 -0.07 -0.07 0.01
C -1.946777 3.082389 -1.812855 -0.07 0.12 -0.01 0.00
C -1.391716 2.259429 -2.777056 -0.06 -0.02 -0.01 0.01
C -1.520654 2.430983 -4.263102 -0.06 0.02 -0.01 0.00
C -2.992387 2.335117 -4.684402 0.04 0.03 -0.02 0.00
C -0.928500 3.779968 -4.690684 -0.03 0.02 -0.01 0.00
C -1.952386 3.072307 0.760269 -0.04 0.14 -0.08 0.00
C -1.275426 4.420445 1.035508 -0.02 0.00 -0.01 0.00
C -3.476500 3.198280 0.872060 0.02 0.02 -0.03 0.00
H 3.036120 -0.846277 2.582230 -0.04 0.05 0.05 0.00
H 1.826252 -1.171414 1.373677 0.00 -0.18 0.00 0.00
H 2.221737 0.527508 1.847807 0.13 -0.01 -0.01 0.01
H 4.396752 0.365742 0.772392 0.05 0.03 0.08 0.00
H 3.752193 -2.587816 0.303465 0.05 0.06 0.00 0.00
H 4.971486 -1.946383 1.422769 -0.03 -0.01 -0.05 0.00
H 5.179310 -1.758280 -0.323587 -0.02 0.01 0.03 0.00
H 4.736457 0.140236 -2.204262 -0.12 0.00 0.01 0.00
H 3.931741 0.715286 -4.455467 0.09 0.02 0.00 0.00
H 1.159692 1.974288 -4.554882 0.14 0.00 -0.02 0.00
H 2.501497 2.342121 -5.647809 -0.02 -0.03 0.07 0.00
H 2.622602 2.753015 -3.928960 -0.03 -0.03 -0.02 0.00
H 1.323016 -0.345620 -5.579317 0.01 -0.03 0.02 0.00
H 2.676964 -1.405520 -5.143030 -0.01 0.04 -0.02 0.00
H 2.882439 -0.154456 -6.372210 -0.04 0.00 0.06 0.00
H -0.039092 0.027667 -3.911096 0.00 -0.02 0.13 0.00
H -2.492579 -3.981391 -2.041929 0.08 0.12 0.02 0.00
H -2.274440 -3.281027 -4.358060 -0.08 -0.08 -0.01 0.00
H -1.517166 -0.461350 -5.206412 -0.07 -0.04 0.00 0.00
H -3.098687 -0.927240 -4.557611 0.04 0.00 -0.02 0.00
H -2.510643 -1.636659 -6.064663 0.02 0.01 0.06 0.00
H 0.532718 -2.205491 -4.775066 0.02 0.01 -0.03 0.00
H -0.385891 -3.062332 -6.020300 -0.01 0.01 0.09 0.00
H 0.053217 -3.881522 -4.511626 -0.01 0.06 -0.02 0.00
H -2.724192 -3.473153 0.779421 -0.06 -0.03 0.00 0.00
H -0.193580 -2.160359 1.838285 -0.04 -0.02 0.04 0.01
H -1.488138 -2.861749 2.815378 0.01 0.01 -0.04 0.00
H -1.823589 -1.424417 1.825692 0.03 -0.01 0.00 0.00
H 0.175303 -4.429640 0.721807 -0.06 -0.02 0.00 0.00
H -1.181362 -5.253037 -0.052988 0.02 0.03 0.04 0.00
H -1.128973 -5.118658 1.709945 0.02 0.04 -0.06 0.00
H -2.562740 3.953931 -1.982840 0.08 -0.11 0.02 0.00
H -0.965400 1.637591 -4.760637 0.00 -0.04 0.02 0.00
H -3.561806 3.172171 -4.271310 0.03 -0.06 -0.03 0.00
H -3.451892 1.409759 -4.336020 0.03 0.02 -0.01 0.00
H -3.076951 2.373926 -5.772934 0.00 0.01 0.06 0.00
H -1.520242 4.603146 -4.282071 0.04 -0.04 -0.02 0.00
H -0.939326 3.866272 -5.779709 -0.01 0.01 0.06 0.00
H 0.100310 3.900720 -4.345937 -0.08 0.00 -0.02 0.00
H -1.633076 2.352447 1.503091 0.09 -0.14 0.14 0.00
H -1.646278 5.176519 0.338633 0.03 -0.03 0.05 0.00
H -0.190431 4.368303 0.905391 -0.07 0.00 0.01 0.00
H -1.491560 4.763408 2.051112 0.02 -0.02 -0.07 0.00
H -3.854954 3.945402 0.169667 0.01 -0.05 0.05 0.00
H -3.760356 3.512064 1.879717 0.02 -0.01 -0.07 0.00
H -3.969700 2.248633 0.653001 0.03 0.06 0.02 0.00
N -0.410171 -1.318714 11.116980 0.02 0.07 -0.22 0.00
C -0.326222 -0.962888 10.026904 -0.01 0.00 -0.02 0.00
C -0.225045 -0.516862 8.656102 -0.02 -0.02 0.19 0.00
C 0.061731 -1.429630 7.646999 0.01 -0.10 0.01 0.00
C 0.165381 -1.001417 6.336218 0.07 -0.12 -0.08 0.00
C -0.035800 0.335889 6.035806 0.01 0.07 -0.20 0.00
C -0.327256 1.252349 7.031627 -0.08 0.16 0.03 0.00
C -0.414617 0.826167 8.345199 -0.04 0.06 0.04 0.00
N 0.057900 0.777084 4.674330 0.12 0.06 0.41 0.01
C 0.558753 1.987813 4.232530 0.01 -0.09 0.14 0.00
C 0.446315 1.964988 2.885721 -0.20 -0.07 -0.13 0.01
N -0.127711 0.762126 2.488709 0.17 0.19 -0.13 0.02
C -0.328521 0.076784 3.594770 -0.23 0.12 0.03 0.01
H 0.216147 -2.470847 7.894480 0.00 0.01 -0.01 0.00
H 0.426223 -1.706998 5.556555 -0.01 0.03 0.04 0.00
H -0.514210 2.291249 6.786349 0.03 -0.07 0.02 0.00
H -0.648689 1.531145 9.131260 0.02 -0.01 -0.02 0.00
H 0.967751 2.728604 4.900002 -0.06 -0.10 -0.02 0.00
H 0.721769 2.730170 2.177143 -0.02 -0.08 0.03 0.00
H -0.798927 -0.888977 3.663089 0.08 0.06 0.03 0.00
```
Forces are in eV/Å.

Summary:
E_HOMO (alpha / beta)   -10.991 / -11.113 eV
Multiplicity   5
LUMO level (alpha / beta)   -2.56 / -2.60 eV
Frontier orbital gap (alpha / beta)   8.4 / 8.5 eV
Charge   +1

4.
A cluster of 3 separate species, C14H34ClN3O7P in total, computed with ωB97M-V/def2-TZVPD.

The geometry in XYZ format:
```
60
Properties=species:S:1:pos:R:3:forces:R:3:lowdin_charge:R:1
O 1.586452 1.501619 -2.626252 0.06 0.13 -0.42 -0.07
C 1.828366 0.464501 -1.975242 -0.21 0.01 0.24 -0.75
O 2.914136 -0.065060 -1.693119 0.31 -0.05 0.06 -0.06
C 0.582839 -0.228032 -1.369296 -0.22 -0.18 0.01 -0.22
N -0.635678 0.242165 -2.058127 0.09 0.28 0.49 -0.26
P -1.953656 0.540011 -1.099217 0.24 -0.27 -0.11 0.47
O -3.225696 0.166079 -2.090604 -0.17 -0.09 0.11 -0.38
Cl -2.169513 2.614839 -1.321748 -0.09 0.18 0.02 0.16
H 0.693588 -1.313161 -1.448459 -0.06 0.10 -0.06 0.09
H 0.567978 0.038651 -0.304212 0.08 -0.05 -0.06 0.09
H -0.317429 1.033267 -2.630922 0.08 -0.08 -0.21 0.05
H -3.607141 -0.641743 -1.724646 -0.02 0.07 -0.12 0.00
C 3.461858 7.494797 0.020824 0.00 -0.01 -0.01 -0.12
O 3.885045 6.630796 1.050737 0.03 -0.01 -0.03 -0.19
C 3.201192 6.793552 2.283746 0.00 0.07 0.06 -0.23
C 2.358700 5.580647 2.608372 -0.04 -0.06 -0.05 -0.23
N 1.227097 5.473560 1.703780 0.08 0.03 -0.06 -0.05
C 0.434994 4.256403 1.858365 -0.11 0.07 0.03 -0.20
C 1.101930 2.928890 1.517539 0.00 -0.07 0.08 -0.24
O 1.399604 2.783117 0.155931 -0.02 0.00 0.01 -0.19
C 2.658388 3.266599 -0.277506 -0.02 -0.03 -0.10 -0.09
H 4.111883 7.315668 -0.833458 0.00 -0.01 -0.01 0.09
H 2.426388 7.305529 -0.281429 -0.01 0.02 0.02 0.08
H 3.550024 8.545881 0.320190 0.00 0.01 -0.01 0.08
H 2.569958 7.688030 2.252294 -0.02 -0.01 0.01 0.12
H 3.953319 6.931701 3.067188 0.01 0.00 -0.02 0.12
H 1.977606 5.689178 3.630017 0.00 -0.03 0.01 0.12
H 3.016324 4.699592 2.591690 0.01 0.01 0.03 0.11
H 1.565309 5.515976 0.750023 0.00 -0.04 -0.01 0.08
H -0.445044 4.348482 1.217848 0.00 0.00 0.00 0.11
H 0.076019 4.214982 2.894007 0.01 -0.01 0.01 0.11
H 0.382475 2.139321 1.759730 0.02 -0.02 0.00 0.12
H 1.996901 2.747177 2.130788 0.01 0.06 -0.01 0.11
H 3.411697 3.183637 0.514192 -0.02 0.00 0.02 0.09
H 2.596368 4.313515 -0.601690 0.04 0.00 0.06 0.08
H 2.953320 2.663483 -1.133810 -0.02 -0.02 0.00 0.07
C -2.708306 -7.738786 -1.886658 -0.02 -0.02 0.00 -0.12
O -3.321509 -7.081824 -0.799218 0.01 0.05 -0.04 -0.20
C -2.651435 -7.246944 0.444259 0.01 -0.08 0.05 -0.22
C -2.096933 -5.931438 0.940225 0.02 0.08 -0.06 -0.23
N -1.006577 -5.475702 0.095479 -0.10 0.00 -0.05 -0.05
C -0.503018 -4.141456 0.410672 0.09 -0.06 0.01 -0.19
C -1.449925 -2.964762 0.229766 0.02 0.12 0.11 -0.23
O -1.806137 -2.727931 -1.117683 -0.08 -0.02 -0.10 -0.22
C -2.934512 -3.418859 -1.601961 0.03 0.04 -0.01 -0.11
H -3.354353 -7.598460 -2.751463 0.00 0.01 -0.01 0.09
H -1.718184 -7.329798 -2.115151 0.01 -0.01 0.03 0.08
H -2.602624 -8.812485 -1.696298 0.00 -0.01 -0.01 0.08
H -1.844503 -7.979321 0.342673 0.03 0.02 0.02 0.12
H -3.375901 -7.631564 1.168361 -0.01 -0.01 -0.02 0.12
H -1.716717 -6.074026 1.957006 0.00 0.02 0.01 0.12
H -2.931904 -5.217406 0.998647 -0.01 -0.02 0.04 0.11
H -1.311776 -5.490066 -0.869770 0.02 0.01 -0.01 0.08
H 0.373597 -3.958630 -0.213768 0.00 0.01 0.00 0.12
H -0.156544 -4.143400 1.449650 0.00 -0.01 0.01 0.12
H -0.926163 -2.064441 0.561915 -0.04 0.00 -0.03 0.10
H -2.356079 -3.055674 0.843531 0.01 -0.06 0.00 0.11
H -3.677169 -3.583775 -0.813543 -0.02 -0.01 0.01 0.09
H -2.679672 -4.388166 -2.043626 -0.01 -0.02 0.05 0.07
H -3.379258 -2.808735 -2.390570 0.01 0.00 -0.01 0.08
```
Forces are in eV/Å.

Summary:
E_HOMO   -4.699 eV
LUMO level   2.44 eV
Frontier orbital gap   7.1 eV
Charge   -1

Question: The highest charge belongs to which entry?
Answer: C37H53BCrN9